[1]
Formula: C4H6N2OS
Source: the OMol25 dataset
Level of theory: wB97M-V/def2-TZVPD

The geometry in XYZ format:
```
14
Properties=species:S:1:pos:R:3:forces:R:3:lowdin_charge:R:1
C -0.184 0.797 -0.026 1.2 0.9 -0.4 -0.567
C -2.270 -0.808 0.240 1.9 -4.3 0.8 -0.550
C 1.162 1.499 -0.234 -1.8 0.4 -1.0 0.000
C 0.745 -1.489 0.031 0.9 0.0 -1.4 -0.097
N -1.234 1.577 0.049 -0.7 0.5 -0.2 -0.302
N -0.252 -0.493 0.050 -3.8 0.0 0.6 -0.045
O -2.618 -1.947 0.438 0.8 3.4 -0.8 0.041
S -2.684 0.782 0.185 0.1 0.9 -0.1 1.030
H 1.205 2.002 -1.255 0.6 -1.8 0.7 0.117
H 1.868 0.827 0.205 1.2 0.0 -0.8 0.051
H 1.172 2.403 0.306 -0.2 0.9 1.4 0.053
H 0.923 -1.762 -1.049 -0.2 -0.5 1.2 0.110
H 1.708 -1.087 0.362 -0.1 -0.1 0.2 0.070
H 0.459 -2.302 0.699 0.1 -0.2 -0.4 0.089
```
Positions in Å, forces in eV/Å.

Results
E_LUMO, hartree: 0.02044
Net charge: 0
E_HOMO, eV: -8.51
Frontier orbital gap, eV: 9.1
Relative energy (zero: lowest compared OMol25 entry of this formula, charge and spin), eV: 3.243
DFT total energy, a.u.: -738.885516

[2]
Formula: C4H6N2OS
Source: the OMol25 dataset
Level of theory: wB97M-V/def2-TZVPD

The geometry in XYZ format:
```
14
Properties=species:S:1:pos:R:3:forces:R:3:lowdin_charge:R:1
C 1.596 -0.382 0.045 0.5 -1.5 -0.7 -0.368
C 0.527 -1.230 -0.060 0.6 3.9 0.7 -0.019
C -0.617 -0.319 -0.009 0.2 -0.8 0.5 -0.615
C -0.132 0.938 0.044 0.7 1.0 -0.3 -0.397
H 3.428 -0.033 -0.648 -0.1 -0.2 0.6 0.100
H 3.302 -1.535 -0.057 -0.3 -0.9 0.1 0.077
H 0.501 -2.254 -0.142 0.1 -2.0 -0.1 0.079
H -2.623 -1.203 1.155 0.5 0.2 0.2 -0.141
H -1.724 2.068 -0.137 0.9 0.2 0.5 0.093
H -0.376 2.845 -0.595 0.7 0.4 -0.5 0.082
N 2.985 -0.603 0.083 -0.1 1.7 -0.6 0.110
N -0.715 2.200 0.081 -2.0 -1.0 0.3 0.124
O 1.251 0.948 0.056 -1.1 -1.2 0.2 0.102
S -2.290 -0.793 -0.080 -0.7 0.2 -0.8 0.772
```
Positions in Å, forces in eV/Å.

Results
E_LUMO, hartree: 0.02899
Net charge: 0
E_HOMO, eV: -7.49
Frontier orbital gap, eV: 8.3
Relative energy (zero: lowest compared OMol25 entry of this formula, charge and spin), eV: 1.853
DFT total energy, a.u.: -738.936594

[3]
Formula: C4H6N2S
Source: the OMol25 dataset
Level of theory: wB97M-V/def2-TZVPD

The geometry in XYZ format:
```
13
Properties=species:S:1:pos:R:3:forces:R:3:lowdin_charge:R:1
C -0.312 1.625 -0.134 2.1 -1.8 0.3 -0.059
C 0.995 1.293 -0.074 0.1 2.4 1.3 -0.066
C -0.972 0.360 -0.074 -6.1 -1.7 0.2 -0.652
C 1.227 -0.132 0.162 1.2 -1.8 -2.6 -0.123
N -0.120 -0.669 -0.122 0.6 1.7 0.8 -0.245
N -0.513 -1.975 0.053 -0.6 -1.1 -1.7 0.027
S -2.801 0.025 0.103 3.9 1.0 -0.5 0.396
H -0.718 2.590 -0.117 -0.7 0.9 -0.3 0.098
H 1.776 2.058 -0.076 0.0 -0.5 0.0 0.119
H 1.911 -0.422 -0.719 -0.6 -0.2 1.4 0.153
H 1.694 -0.512 1.113 -0.7 0.6 -0.8 0.153
H -0.934 -2.305 -0.919 0.7 0.8 3.0 0.149
H -1.232 -1.936 0.803 0.1 -0.4 -1.1 0.051
```
Positions in Å, forces in eV/Å.

Results
E_LUMO, hartree: -0.00619
Net charge: 0
E_HOMO, eV: -8.02
Frontier orbital gap, eV: 7.8
Relative energy (zero: lowest compared OMol25 entry of this formula, charge and spin), eV: 2.653
DFT total energy, a.u.: -663.631037

[4]
Formula: C4H6N2S
Source: the OMol25 dataset
Level of theory: wB97M-V/def2-TZVPD

The geometry in XYZ format:
```
13
Properties=species:S:1:pos:R:3:forces:R:3:lowdin_charge:R:1
C 0.954 -1.124 -0.225 0.0 -2.3 0.0 -0.277
C -0.044 0.488 -1.296 -0.4 -0.9 1.5 -0.256
C -1.404 0.381 -0.666 -1.6 1.4 0.8 -0.076
C -0.231 0.738 0.227 -0.9 2.9 -0.8 -0.284
H 1.751 -0.209 2.704 -0.5 -0.1 -0.4 -0.121
H 1.355 -2.138 0.103 -0.1 1.5 -0.9 0.137
H -0.016 1.252 -2.027 0.6 0.5 -0.6 0.117
H -2.058 1.294 -0.980 1.0 -2.0 0.8 0.136
H -1.917 -0.536 -0.284 0.4 0.7 -1.1 0.123
H -0.106 1.747 0.713 -0.1 -1.4 -0.4 0.153
N 0.378 -0.400 0.765 0.7 -0.1 1.5 -0.542
N 0.767 -0.672 -1.388 0.7 -0.5 -1.6 0.080
S 0.570 -0.822 2.353 0.2 0.2 1.2 0.810
```
Positions in Å, forces in eV/Å.

Results
E_LUMO, hartree: 0.02560
Net charge: 0
E_HOMO, eV: -8.75
Frontier orbital gap, eV: 9.5
Relative energy (zero: lowest compared OMol25 entry of this formula, charge and spin), eV: 2.600
DFT total energy, a.u.: -663.632998

[5]
Formula: C4H6N2S
Source: the OMol25 dataset
Level of theory: wB97M-V/def2-TZVPD

The geometry in XYZ format:
```
13
Properties=species:S:1:pos:R:3:forces:R:3:lowdin_charge:R:1
C -0.065 1.783 -0.124 0.7 2.8 -0.6 -0.083
C -1.416 -1.333 -0.007 -2.6 -1.4 0.9 -0.173
C -0.079 -1.722 -0.228 -2.3 3.9 0.6 -0.090
C 0.597 -0.507 -0.242 -1.0 -2.7 0.1 -0.681
H -0.952 2.323 -0.670 1.8 -0.6 1.7 0.131
H 0.185 1.953 0.938 -1.1 1.1 -0.2 0.090
H 0.940 2.101 -0.585 -1.6 -0.9 0.0 0.095
H -2.281 -2.019 0.282 1.3 1.0 -0.8 0.120
H 0.367 -2.611 -0.270 1.3 -3.5 0.0 0.046
H 2.388 0.066 1.114 -0.1 0.5 1.3 -0.149
N -0.337 0.414 -0.186 -1.5 1.6 0.0 -0.265
N -1.668 -0.002 0.055 4.2 -2.0 -1.1 0.116
S 2.319 -0.446 -0.075 0.8 0.2 -1.8 0.844
```
Positions in Å, forces in eV/Å.

Results
E_LUMO, hartree: 0.02194
Net charge: 0
E_HOMO, eV: -8.98
Frontier orbital gap, eV: 9.6
Relative energy (zero: lowest compared OMol25 entry of this formula, charge and spin), eV: 2.234
DFT total energy, a.u.: -663.646420

[6]
Formula: C4H6N2S
Source: the OMol25 dataset
Level of theory: wB97M-V/def2-TZVPD

The geometry in XYZ format:
```
13
Properties=species:S:1:pos:R:3:forces:R:3:lowdin_charge:R:1
C 0.174 0.805 0.032 0.8 0.8 -0.5 -0.230
C 1.112 -0.240 0.013 -0.2 -0.9 0.0 -0.825
C -2.109 0.006 0.282 0.6 0.3 0.1 -0.157
C 2.565 0.121 0.061 0.1 0.2 0.0 -0.147
N -1.116 0.620 0.008 -0.7 -0.4 0.6 0.077
N -3.270 -0.425 -0.121 -0.5 -0.4 -0.3 0.127
S 0.678 -1.845 -0.019 -0.2 0.2 0.0 0.603
H 0.500 1.836 0.042 0.1 0.0 0.0 0.106
H 2.728 1.182 -0.121 0.0 0.1 0.0 0.068
H 2.967 -0.126 1.044 0.0 0.0 0.0 0.080
H 3.116 -0.465 -0.673 0.0 0.0 0.0 0.070
H -3.466 -0.605 -1.101 0.1 0.0 0.2 0.121
H -3.880 -0.863 0.552 0.1 0.1 -0.2 0.107
```
Positions in Å, forces in eV/Å.

Results
E_LUMO, hartree: -0.01096
Net charge: 0
E_HOMO, eV: -7.61
Frontier orbital gap, eV: 7.3
Relative energy (zero: lowest compared OMol25 entry of this formula, charge and spin), eV: 2.399
DFT total energy, a.u.: -663.640369

[7]
Formula: C4H6N2S2
Source: the OMol25 dataset
Level of theory: wB97M-V/def2-TZVPD

The geometry in XYZ format:
```
14
Properties=species:S:1:pos:R:3:forces:R:3:lowdin_charge:R:1
C -1.241 1.805 0.209 0.0 1.3 -1.3 -0.385
C 0.205 -0.444 -0.247 -0.9 0.6 0.9 -0.718
C 1.531 -0.669 0.490 0.0 0.4 -1.4 -0.163
C 2.653 -0.608 -0.456 0.4 -0.5 -0.1 -0.244
H -1.376 2.926 0.046 0.3 -1.6 0.1 0.067
H -2.198 1.313 0.122 -0.2 0.0 0.0 -0.019
H -0.805 1.620 1.157 0.3 0.0 0.9 0.018
H 1.423 -1.638 0.924 0.4 -0.7 0.4 0.107
H 1.838 0.066 1.227 -0.8 0.3 0.4 0.121
H -2.624 -2.424 -0.440 0.0 -0.4 0.2 -0.147
N 3.590 -0.572 -1.119 -0.2 0.1 0.0 0.152
N -0.709 -1.313 -0.052 0.7 -0.1 -0.4 -0.373
S -0.067 1.151 -1.059 -0.1 -0.1 0.3 0.816
S -2.221 -1.215 -0.801 0.3 0.6 -0.2 0.767
```
Positions in Å, forces in eV/Å.

Results
E_LUMO, hartree: 0.01264
Net charge: 0
E_HOMO, eV: -9.46
Frontier orbital gap, eV: 9.8
Relative energy (zero: lowest compared OMol25 entry of this formula, charge and spin), eV: 1.704
DFT total energy, a.u.: -1061.853557

[8]
Formula: C4H6N2S2
Source: the OMol25 dataset
Level of theory: wB97M-V/def2-TZVPD

The geometry in XYZ format:
```
14
Properties=species:S:1:pos:R:3:forces:R:3:lowdin_charge:R:1
C 0.645 1.079 -0.141 0.0 0.5 -0.6 -0.346
C 1.073 -0.162 -0.856 -0.7 -0.5 0.6 -0.428
C -1.281 -0.631 -0.120 1.0 -0.2 0.2 -0.933
C -0.414 0.277 -0.888 1.1 -0.3 -0.8 -0.245
H -0.332 1.333 1.541 0.2 -0.1 0.6 0.081
H 1.038 0.350 1.696 -0.5 0.7 0.0 0.054
H 0.872 1.981 -0.708 0.2 0.0 0.3 0.138
H 1.668 -0.168 -1.761 0.0 0.1 0.2 0.102
H -0.935 -2.233 1.138 0.1 0.2 -0.2 0.104
H -0.748 0.653 -1.847 -0.4 0.1 0.3 0.136
N 0.645 1.215 1.289 0.2 -0.7 -0.6 0.055
N -0.517 -1.580 0.480 -0.4 -0.1 0.0 -0.299
S 1.176 -1.676 0.123 -0.4 0.5 -0.2 0.936
S -2.888 -0.437 0.055 -0.5 -0.1 0.1 0.646
```
Positions in Å, forces in eV/Å.

Results
E_LUMO, hartree: 0.01189
Net charge: 0
E_HOMO, eV: -8.36
Frontier orbital gap, eV: 8.7
Relative energy (zero: lowest compared OMol25 entry of this formula, charge and spin), eV: 1.494
DFT total energy, a.u.: -1061.861251

[9]
Formula: C4H6N2S2
Source: the OMol25 dataset
Level of theory: wB97M-V/def2-TZVPD

The geometry in XYZ format:
```
14
Properties=species:S:1:pos:R:3:forces:R:3:lowdin_charge:R:1
C 1.672 1.893 -0.058 -0.7 4.0 -1.2 -0.072
C 0.501 0.948 0.063 1.7 1.1 0.1 -0.443
C -1.473 0.025 0.152 1.5 0.5 -0.7 -0.860
C -0.415 -1.044 0.198 0.5 -0.8 0.8 -0.193
H 1.370 3.032 -0.415 0.2 -3.0 1.1 0.138
H 2.416 1.628 -0.865 -0.7 -0.2 1.4 0.059
H 2.099 2.038 0.961 0.2 -0.3 -0.9 0.089
H -0.529 -1.636 1.100 0.2 0.0 0.4 0.128
H -0.468 -1.713 -0.600 -0.5 -1.2 -1.4 0.097
H 2.512 -1.577 1.059 0.2 0.5 -0.9 -0.087
N -0.766 1.234 0.189 -0.2 0.1 -0.3 0.098
N 0.881 -0.351 0.098 -2.4 0.5 0.3 -0.478
S -3.037 -0.231 -0.160 -0.2 0.1 0.4 0.678
S 2.417 -0.950 -0.177 0.0 -1.3 1.1 0.845
```
Positions in Å, forces in eV/Å.

Results
E_LUMO, hartree: -0.00217
Net charge: 0
E_HOMO, eV: -8.44
Frontier orbital gap, eV: 8.4
Relative energy (zero: lowest compared OMol25 entry of this formula, charge and spin), eV: 1.790
DFT total energy, a.u.: -1061.850368

[10]
Formula: C4H6N3
Source: the OMol25 dataset
Level of theory: wB97M-V/def2-TZVPD

The geometry in XYZ format:
```
13
Properties=species:S:1:pos:R:3:forces:R:3:lowdin_charge:R:1
C 2.514 -0.239 0.131 -0.2 -0.2 2.0 0.128
C -1.180 -1.920 0.062 0.6 3.1 -2.7 0.153
C -1.371 1.977 -0.180 -0.2 2.5 -1.5 0.025
C 0.077 0.169 0.128 1.6 2.1 1.2 -0.340
N 1.361 0.022 -0.162 -4.1 0.7 -1.3 0.158
N -0.661 -0.841 0.473 -0.5 -1.7 0.8 0.141
N -0.406 1.483 0.462 0.2 -2.0 0.1 0.088
H 3.181 -0.326 -0.615 2.5 -0.2 -2.7 0.074
H 2.852 -0.420 1.113 0.2 -0.1 1.4 0.112
H -1.659 -2.591 0.685 -0.6 -1.3 1.4 0.083
H -1.293 -1.959 -1.036 0.1 -0.8 0.4 0.124
H -1.591 1.646 -1.246 -0.4 0.1 1.5 0.118
H -1.822 2.998 0.185 0.8 -2.2 -0.7 0.136
```
Positions in Å, forces in eV/Å.

Results
E_LUMO, hartree: -0.17093
Net charge: +1
E_HOMO, eV: -14.91
Frontier orbital gap, eV: 10.3
Relative energy (zero: lowest compared OMol25 entry of this formula, charge and spin), eV: 3.307
DFT total energy, a.u.: -319.910079